Entry from OMol25: a cluster of 2 separate species, C8H21N3O5S in total in a non-equilibrium geometry (wB97M-V/def2-TZVPD).

The geometry in ORCA input format:
```
! RIJCOSX wB97M-V def2-TZVPD def2/J DEFGRID3
* xyz 0 1
C -4.319 -0.727 -0.117
S -2.594 -0.911 -0.881
O -2.095 -2.408 -0.889
O -2.760 -0.433 -2.376
N -1.353 0.008 -0.066
C -0.998 -0.599 1.301
O 0.294 -0.845 1.553
O -2.119 -0.802 2.231
C -1.876 -1.904 3.175
C -1.508 -3.345 2.486
N -2.628 -3.988 1.699
H -4.653 -1.775 0.343
H -5.124 -0.311 -0.859
H -4.184 0.009 0.806
H -1.832 0.920 0.202
H -1.090 -1.599 4.019
H -2.902 -2.069 3.762
H -0.563 -3.315 1.771
H -1.236 -4.094 3.374
H -3.293 -3.257 1.327
H -2.144 -4.491 0.904
C 1.915 1.478 -0.259
C 1.870 1.765 -1.757
C 3.240 1.639 -2.465
O 4.145 2.718 -2.214
C 4.785 2.664 -0.944
N 1.277 3.091 -1.972
H 2.305 2.317 0.322
H 0.904 1.282 0.118
H 2.528 0.596 -0.044
H 1.205 1.016 -2.206
H 3.062 1.653 -3.548
H 3.720 0.678 -2.245
H 5.014 1.639 -0.644
H 4.163 3.158 -0.198
H 5.719 3.227 -1.011
H 1.140 3.231 -2.974
H 1.985 3.787 -1.724
*
```

E_LUMO ... -0.4 eV
Calculated total energy ... -34173.768 eV

These are the Mulliken partial charges, in e, on atoms 1 to 2: -0.762, 1.095

Entry from OMol25: a structure of composition C27H43N5O5P2ReS2 (wB97M-V/def2-TZVPD).

The geometry in ORCA input format:
```
! RIJCOSX wB97M-V def2-TZVPD def2/J DEFGRID3
* xyz 1 3
Re -0.374 -0.101 0.151
C -1.010 0.896 3.117
N -1.496 1.274 1.777
C -2.932 1.077 1.654
C -3.134 -0.388 1.520
N -2.274 -1.192 0.930
C -2.921 -2.459 0.908
C -2.571 -3.672 0.320
C -3.452 -4.727 0.429
C -4.685 -4.597 1.092
C -5.064 -3.396 1.651
C -4.161 -2.345 1.527
N -4.253 -1.015 1.917
C 0.414 0.482 3.036
N 0.939 0.014 1.934
C 2.324 -0.118 2.200
C 3.411 -0.399 1.373
C 4.666 -0.415 1.951
C 4.862 -0.144 3.316
C 3.801 0.185 4.134
C 2.547 0.205 3.534
N 1.303 0.591 4.034
H -1.607 0.051 3.464
H -1.132 1.698 3.844
H -1.233 2.224 1.535
H -3.270 1.564 0.741
H -3.502 1.468 2.499
H -1.649 -3.781 -0.222
H -3.193 -5.677 -0.020
H -5.350 -5.449 1.156
H -6.022 -3.275 2.146
H -5.039 -0.574 2.364
H 3.301 -0.536 0.308
H 5.524 -0.626 1.324
H 5.865 -0.171 3.727
H 3.940 0.438 5.179
H 1.107 0.924 4.963
C 2.327 5.626 -2.846
C 1.359 4.548 -2.430
O 1.989 3.250 -2.605
P 2.402 2.341 -1.378
S 0.592 2.035 -0.387
S 3.441 0.826 -1.890
O 3.125 3.402 -0.450
C 3.880 3.014 0.728
C 3.083 3.197 1.997
H 1.843 6.603 -2.774
H 2.650 5.473 -3.876
H 3.206 5.622 -2.199
H 0.470 4.533 -3.057
H 1.042 4.675 -1.395
H 4.755 3.656 0.724
H 4.220 1.987 0.604
H 2.793 4.242 2.126
H 3.700 2.898 2.850
H 2.180 2.584 1.986
C 0.667 -3.877 0.010
C 0.511 -2.944 -1.192
C 1.379 -3.457 -2.342
C 0.920 -1.516 -0.787
H 0.310 -4.893 -0.188
H 0.150 -3.507 0.902
H 1.731 -3.946 0.260
H -0.521 -2.952 -1.549
H 2.432 -3.473 -2.041
H 1.296 -2.810 -3.220
H 1.105 -4.474 -2.642
H 1.336 -0.995 -1.649
H 1.751 -1.664 -0.098
C -3.832 1.635 -2.471
O -2.837 1.298 -1.478
P -1.835 0.051 -1.711
O -1.343 0.231 -3.212
C -0.082 0.817 -3.627
O -2.888 -1.126 -1.939
C -2.853 -2.069 -3.027
H -3.379 1.708 -3.458
H -4.243 2.600 -2.194
H -4.618 0.884 -2.482
H 0.738 0.467 -3.009
H -0.142 1.900 -3.580
H 0.076 0.499 -4.653
H -3.675 -2.757 -2.861
H -1.913 -2.618 -3.031
H -2.974 -1.556 -3.975
*
```

E_LUMO (alpha / beta) ... -2.2 / -3.0 eV
Calculated total energy ... -88763.297 eV

These are the Mulliken partial charges, in e, on atoms 1 to 2: 1.876, -0.658